Run a
Computed, not measured: a 2-piece molecular cluster, C8H12N2S overall, with ωB97M-V/def2-TZVPD.

LUMO: 0.782 eV
Kohn-Sham gap: 8.86 eV
HOMO energy: -8.07 eV

Each line ends with the Mulliken charge.
Geometry (Å):
C  -1.25  -2.48  0.27  -0.31
C  -1.15  -2.04  -1.03  -0.55
C  -0.42  -1.88  1.25  -0.07
C  -2.29  1.41  -0.10  -0.01
C  -0.28  -1.00  -1.28  -0.63
C  0.54  -0.46  -0.34  0.62
C  2.47  0.89  0.66  -1.11
C  1.65  0.44  -0.61  -0.55
N  0.48  -0.93  0.95  -0.32
N  -2.66  2.72  -0.01  -0.32
S  -3.55  0.27  0.32  -0.31
H  -2.03  -3.28  0.54  0.28
H  -1.93  -2.22  -1.70  0.38
H  -0.54  -2.27  2.30  0.25
H  -0.32  -0.61  -2.20  0.48
H  -2.53  -0.77  0.35  0.15
H  3.40  1.40  0.42  0.37
H  2.72  -0.03  1.15  0.30
H  1.71  1.46  1.23  0.27
H  2.23  -0.13  -1.26  0.33
H  1.29  1.33  -1.17  0.30
H  -1.88  3.34  0.02  0.23
H  -3.58  3.09  -0.14  0.20

=====

Run b
Computed, not measured: one molecule with the formula C8H12N2S, with ωB97M-V/def2-TZVPD.

LUMO: -0.325 eV
Kohn-Sham gap: 8.56 eV
HOMO energy: -8.89 eV

Each line ends with the Mulliken charge.
Geometry (Å):
C  1.53  0.30  -1.31  -1.31
C  1.60  -0.74  -0.23  0.72
C  2.96  -0.73  0.54  -1.33
C  0.47  -0.59  0.81  -0.91
C  -0.98  -0.96  0.15  0.14
S  -1.23  -2.42  -0.49  -0.28
N  -1.86  0.08  0.13  0.22
C  -1.69  1.48  0.26  -0.03
C  -2.84  2.04  0.13  -0.33
N  -3.82  1.03  -0.03  -0.60
C  -3.21  -0.10  -0.09  -0.02
H  2.32  0.17  -2.05  0.40
H  0.44  0.27  -1.75  0.29
H  1.54  1.32  -0.92  0.28
H  1.59  -1.79  -0.83  0.23
H  2.94  0.20  1.02  0.39
H  2.88  -1.71  1.15  0.32
H  3.78  -0.84  -0.22  0.35
H  0.36  0.35  1.25  0.43
H  0.60  -1.41  1.66  0.29
H  -0.67  2.03  0.45  0.13
H  -3.02  3.13  0.30  0.32
H  -3.70  -1.11  0.06  0.30

=====

Run c
Computed, not measured: one molecule with the formula C8H12N2S, with ωB97M-V/def2-TZVPD.

LUMO: 0.204 eV
Kohn-Sham gap: 8.34 eV
HOMO energy: -8.14 eV

Each line ends with the Mulliken charge.
Geometry (Å):
C  -1.42  1.51  1.69  -1.21
C  -0.23  1.58  0.79  -0.63
C  -0.02  0.29  -0.03  1.04
C  -1.49  0.04  -0.86  -0.34
N  -2.27  -0.68  -0.07  -0.18
S  -1.89  0.45  -2.41  -0.31
C  0.99  0.50  -1.35  -1.23
C  1.26  -0.83  -1.91  -0.42
C  1.15  -1.96  -1.24  -0.39
C  0.79  -1.87  0.16  -0.22
N  0.36  -0.81  0.74  -0.69
H  -2.34  1.73  1.03  0.25
H  -1.21  2.51  2.27  0.36
H  -1.45  0.76  2.39  0.38
H  0.63  1.75  1.47  0.46
H  -0.35  2.49  0.17  0.29
H  -1.96  -0.91  0.90  0.26
H  -3.18  -1.00  -0.32  0.22
H  1.85  0.76  -0.79  0.42
H  0.61  1.23  -1.98  0.64
H  1.59  -0.84  -2.95  0.36
H  1.33  -2.98  -1.59  0.38
H  1.01  -2.63  0.84  0.55

=====

Stability check: which of them is least stable? run a.

=====

Run a
Computed, not measured: one molecule with the formula CH4N4O, with ωB97M-V/def2-TZVPD.

LUMO: 0.880 eV
Kohn-Sham gap: 10.22 eV
HOMO energy: -9.34 eV

Each line ends with the Mulliken charge.
Geometry (Å):
H  1.92  -1.40  -0.23  0.22
N  1.18  -0.80  0.12  -0.56
C  0.99  0.25  -0.54  0.12
N  0.01  1.15  -0.22  0.07
N  -1.03  1.04  0.64  -0.31
N  -1.64  0.05  0.93  -0.13
O  -1.32  -1.18  0.36  -0.35
H  1.58  0.60  -1.40  0.34
H  0.16  2.11  -0.49  0.24
H  -1.87  -1.82  0.82  0.38

=====

Run b
Computed, not measured: one molecule with the formula CH4N4O, with ωB97M-V/def2-TZVPD.

LUMO: 0.896 eV
Kohn-Sham gap: 10.82 eV
HOMO energy: -9.92 eV

Each line ends with the Mulliken charge.
Geometry (Å):
O  -1.03  1.25  -0.07  -0.52
C  -0.43  0.11  -0.39  -0.21
N  0.96  -0.04  0.24  0.32
N  1.80  1.05  0.08  -0.29
N  2.82  0.28  -0.15  -0.34
N  2.04  -0.85  -0.11  -0.17
H  -0.59  1.99  -0.48  0.35
H  -0.38  0.04  -1.41  0.34
H  -1.03  -0.63  0.05  0.27
H  2.26  -1.81  0.14  0.25

=====

Stability check: which of them is least stable? run b.

=====

Run a
Computed, not measured: a 2-piece molecular cluster, C7H14NO overall, with ωB97M-V/def2-TZVPD.

total charge: +1
LUMO (alpha / beta): -5.653 / -5.653 eV
Kohn-Sham gap (alpha / beta): 9.57 / 9.57 eV
HOMO energy (alpha / beta): -15.23 / -15.23 eV

Each line ends with the Mulliken charge.
Geometry (Å):
C  0.65  -0.40  0.19  0.44
C  -0.20  -1.16  1.11  -0.49
C  -1.03  0.12  1.41  -1.03
C  -0.97  1.05  0.17  1.11
C  -1.89  0.56  -0.91  -1.30
C  -1.20  2.58  0.54  -1.21
C  2.98  -1.63  -1.46  -0.59
N  0.43  0.65  -0.39  -0.36
O  2.11  -2.04  -0.39  -0.45
H  2.59  -1.94  0.39  0.35
H  -0.78  -1.85  0.43  0.29
H  0.14  -1.77  1.99  0.39
H  -1.96  -0.04  1.84  0.47
H  -0.42  0.64  2.08  0.42
H  -2.83  0.93  -0.65  0.42
H  -1.81  -0.54  -0.78  0.29
H  -1.60  0.85  -2.01  0.34
H  -1.40  2.97  -0.47  0.39
H  -0.19  2.93  0.90  0.34
H  -2.04  2.50  1.30  0.33
H  2.53  -2.00  -2.46  0.22
H  3.96  -1.92  -1.32  0.35
H  2.92  -0.48  -1.50  0.26

=====

Run b
Computed, not measured: a 2-piece molecular cluster, C7H14NO overall, with ωB97M-V/def2-TZVPD.

total charge: +1
LUMO: -3.563 eV
Kohn-Sham gap: 9.93 eV
HOMO energy: -13.49 eV

Each line ends with the Mulliken charge.
Geometry (Å):
C  0.21  -0.05  2.59  0.12
C  -0.63  0.67  2.13  -0.33
C  1.07  -1.02  3.23  -1.04
C  -0.66  1.56  -2.78  -1.01
C  1.08  -0.93  -0.69  -0.91
C  -0.37  1.64  -1.28  -0.69
C  -0.36  -0.69  -0.48  0.78
N  -1.18  -1.68  -0.28  -0.37
O  -1.02  0.46  -0.58  -0.31
H  0.31  -1.72  3.79  0.27
H  1.62  -1.53  2.47  0.31
H  1.60  -0.49  3.88  0.36
H  -1.08  2.52  -3.11  0.31
H  0.31  1.42  -3.34  0.32
H  -1.22  0.76  -3.20  0.36
H  1.39  -1.97  -0.98  0.45
H  1.62  -0.82  0.28  0.17
H  1.29  -0.08  -1.33  0.32
H  -0.84  2.66  -0.95  0.32
H  0.63  1.80  -1.00  0.61
H  -2.23  -1.52  -0.02  0.32
H  -0.67  -2.53  0.00  0.26
H  -0.85  1.55  1.63  0.38

=====

Stability check: which of them is least stable? run a.

=====

Run a
Computed, not measured: a 13-piece molecular cluster, C6H37NO12 overall, with ωB97M-V/def2-TZVPD.

LUMO: -0.062 eV
Kohn-Sham gap: 8.36 eV
HOMO energy: -8.42 eV

Each line ends with the Mulliken charge.
Geometry (Å):
C  -1.18  -0.50  -4.84  -1.27
C  -1.28  0.13  -3.44  -0.49
C  -0.15  -0.45  -2.56  -0.38
C  0.05  0.44  -1.34  -0.80
C  1.30  0.86  -1.15  -0.22
N  1.71  1.60  0.00  -0.14
C  3.14  1.91  0.06  -1.31
H  -0.84  -1.51  -4.71  0.29
H  -2.13  -0.50  -5.35  0.39
H  -0.52  0.08  -5.47  0.34
H  -2.21  -0.06  -2.90  0.37
H  -1.06  1.20  -3.51  0.31
H  0.77  -0.47  -3.14  0.27
H  -0.46  -1.45  -2.25  0.33
H  -0.78  0.84  -0.79  0.49
H  2.12  0.59  -1.80  0.34
H  1.06  2.36  0.15  0.40
H  3.65  0.97  0.21  0.39
H  3.29  2.54  0.95  0.40
H  3.46  2.59  -0.74  0.35
H  0.44  4.25  1.43  0.25
H  1.61  5.17  1.52  0.31
O  0.85  4.99  0.96  -0.60
H  2.49  -3.40  3.44  0.27
H  1.03  -3.70  3.83  0.34
O  1.58  -3.38  3.11  -0.61
H  -0.03  -1.43  0.32  0.17
H  0.53  -2.83  -0.02  0.51
O  -0.30  -2.33  0.08  -0.73
H  -0.89  3.37  -0.86  0.22
H  -1.77  2.71  0.09  0.25
O  -0.93  3.18  0.09  -0.49
H  -2.01  4.86  1.63  0.32
H  -2.58  3.51  2.13  0.41
O  -2.70  4.46  2.18  -0.66
H  -0.79  0.83  4.45  0.32
H  -1.64  2.08  4.78  0.32
O  -1.50  1.14  5.03  -0.67
H  2.31  -4.43  -0.30  0.26
H  1.57  -4.60  0.96  0.34
O  1.93  -3.90  0.41  -0.67
H  0.85  1.41  1.60  0.35
H  0.17  0.12  2.10  0.32
O  0.47  0.99  2.41  -0.70
H  -0.08  -2.15  3.11  0.30
H  -1.06  -2.79  2.08  0.34
O  -1.02  -2.38  2.95  -0.61
H  -2.74  1.37  2.79  0.33
H  -1.28  1.49  2.26  0.45
O  -2.22  1.63  2.03  -0.71
H  -2.18  -4.00  -1.06  0.33
H  -3.62  -3.53  -1.01  0.33
O  -3.08  -4.31  -1.25  -0.66
H  1.59  -2.98  -3.95  0.30
H  2.69  -3.74  -3.33  0.29
O  2.37  -2.84  -3.40  -0.59

=====

Run b
Computed, not measured: a 12-piece molecular cluster, C6H37NO12 overall, with ωB97M-V/def2-TZVPD.

LUMO: 0.032 eV
Kohn-Sham gap: 9.20 eV
HOMO energy: -9.17 eV

Each line ends with the Mulliken charge.
Geometry (Å):
C  1.68  0.22  0.36  -0.28
C  1.40  -0.68  -0.88  -0.32
N  0.69  0.15  -1.82  0.32
C  1.65  0.21  -2.96  -0.90
C  -0.64  -0.34  -2.31  -0.21
C  -0.60  -1.94  -2.49  -1.35
C  -1.68  0.38  -1.38  1.00
O  -2.90  -0.29  -1.40  -0.55
H  2.52  0.94  -0.04  0.03
H  2.24  -0.26  1.20  0.40
H  0.82  0.80  0.87  -0.15
H  0.55  -1.29  -0.33  0.01
H  2.21  -1.37  -1.07  0.27
H  1.27  0.98  -3.80  0.30
H  2.65  0.61  -2.60  0.15
H  1.90  -0.74  -3.47  0.35
H  -0.62  0.16  -3.31  0.46
H  0.28  -2.14  -3.10  0.38
H  -1.49  -2.24  -3.14  0.33
H  -0.71  -2.33  -1.49  0.41
H  -1.24  0.23  -0.44  -0.72
H  -1.89  1.50  -1.59  0.20
H  -2.79  -1.15  -1.19  0.27
O  4.34  -1.87  1.49  -0.67
H  4.29  -1.70  2.57  0.36
H  4.97  -1.23  1.29  0.31
O  -1.36  0.06  2.09  -0.60
H  -0.81  0.17  1.41  -0.08
H  -1.76  0.82  2.57  0.25
O  -1.35  -3.35  2.13  -0.56
H  -1.07  -4.26  2.19  0.27
H  -0.59  -2.81  2.06  0.29
O  -5.46  1.13  0.78  -0.72
H  -5.21  0.49  1.39  0.33
H  -4.84  0.90  -0.16  0.38
O  4.71  0.39  -0.62  -0.61
H  4.08  0.97  -0.97  0.29
H  4.49  -0.58  -0.76  0.36
O  2.17  4.00  -1.58  -0.60
H  1.31  4.06  -1.49  0.25
H  2.18  3.45  -2.49  0.33
O  1.38  -2.59  1.02  -0.54
H  1.38  -3.47  0.68  0.29
H  2.35  -2.26  1.20  0.21
O  -3.16  2.13  1.51  -0.56
H  -4.08  2.27  1.55  0.36
H  -3.13  1.27  1.37  0.27
O  1.58  1.55  3.55  -0.63
H  0.67  1.53  3.06  0.31
H  1.94  2.40  3.27  0.32
O  -4.12  -2.13  1.17  -0.62
H  -3.88  -3.05  0.99  0.28
H  -3.70  -1.53  0.57  0.33
O  -0.89  4.02  1.95  -0.61
H  -0.44  4.50  1.27  0.31
H  -1.30  3.30  1.33  0.27

=====

Stability check: which of them is least stable? run b.

=====

Run a
Computed, not measured: one molecule with the formula CH4ClNP2, with ωB97M-V/def2-TZVPD.

LUMO: -0.234 eV
Kohn-Sham gap: 8.66 eV
HOMO energy: -8.89 eV

Each line ends with the Mulliken charge.
Geometry (Å):
C  -0.73  0.37  1.70  -0.84
P  -0.79  0.76  -0.03  0.17
N  0.33  -0.24  -0.49  -0.34
P  0.95  0.17  -2.37  0.16
Cl  0.27  -1.47  -3.26  -0.17
H  -0.64  -0.77  1.66  0.27
H  0.00  0.82  2.30  0.34
H  -1.61  0.65  2.42  0.30
H  2.23  -0.30  -1.93  0.10

=====

Run b
Computed, not measured: a 2-piece molecular cluster, CH4ClNP2 overall, with ωB97M-V/def2-TZVPD.

LUMO (alpha / beta): -0.930 / -0.994 eV
Kohn-Sham gap (alpha / beta): 7.84 / 7.18 eV
HOMO energy (alpha / beta): -8.77 / -8.17 eV

Each line ends with the Mulliken charge.
Geometry (Å):
C  1.25  -1.54  0.65  -0.80
N  -0.91  -0.41  -0.56  -0.41
P  0.52  0.03  -0.15  0.31
P  -1.72  2.04  -1.41  0.15
Cl  -0.36  3.04  -0.49  -0.14
H  1.37  -1.32  1.81  0.25
H  0.49  -2.45  0.41  0.25
H  2.26  -1.63  0.34  0.31
H  -2.91  2.24  -0.60  0.08

=====

Stability check: which of them is least stable? run b.